No. 1
{
  "formula": "C28H32Cl60N3O6S4",
  "method": "the ωB97M-V functional and the def2-TZVPD basis",
  "gap_ha": 0.2823,
  "charge": -1,
  "e_homo_ev": -6.861,
  "symbols": ["O", "S", "O", "C", "C", "C", "S", "C", "S", "N", "C", "C", "N", "C", "N", "S", "O", "O", "C", "O", "O", "H", "H", "H", "H", "H", "H", "H", "H", "H", "H", "H", "H", "C", "Cl", "Cl", "Cl", "H", "C", "Cl", "Cl", "Cl", "H", "C", "Cl", "Cl", "Cl", "H", "C", "Cl", "Cl", "Cl", "H", "C", "Cl", "Cl", "Cl", "H", "C", "Cl", "Cl", "Cl", "H", "C", "Cl", "Cl", "Cl", "H", "C", "Cl", "Cl", "Cl", "H", "C", "Cl", "Cl", "Cl", "H", "C", "Cl", "Cl", "Cl", "H", "C", "Cl", "Cl", "Cl", "H", "C", "Cl", "Cl", "Cl", "H", "C", "Cl", "Cl", "Cl", "H", "C", "Cl", "Cl", "Cl", "H", "C", "Cl", "Cl", "Cl", "H", "C", "Cl", "Cl", "Cl", "H", "C", "Cl", "Cl", "Cl", "H", "C", "Cl", "Cl", "Cl", "H", "C", "Cl", "Cl", "Cl", "H", "C", "Cl", "Cl", "Cl", "H"],
  "xyz": [[2.88, 0.14, 1.29], [2.36, -1.15, 0.87], [2.64, -2.12, 1.90], [3.26, -1.53, -0.63], [3.26, -0.41, -1.68], [1.88, -0.17, -2.34], [1.89, 1.38, -3.38], [0.60, 2.48, -2.78], [-0.47, 3.05, -3.83], [0.62, 2.82, -1.40], [0.24, 2.11, -0.28], [0.48, 2.86, 0.81], [1.01, 4.08, 0.40], [1.04, 4.01, -0.89], [0.77, -0.95, 0.59], [0.04, -2.32, 0.17], [0.84, -3.24, -0.62], [-0.54, -3.00, 1.30], [-1.30, -1.79, -0.95], [-2.43, -1.44, -0.18], [-3.30, -0.71, -1.02], [4.30, -1.66, -0.33], [2.96, -2.47, -1.10], [3.66, 0.54, -1.31], [3.94, -0.75, -2.47], [1.07, -0.09, -1.62], [1.63, -1.00, -3.02], [-0.18, 1.12, -0.42], [0.33, 2.56, 1.82], [1.40, 4.87, -1.43], [-0.96, -0.88, -1.45], [-1.50, -2.55, -1.72], [-4.11, -1.25, -1.01], [-1.66, -2.56, 4.71], [-3.21, -3.25, 5.22], [-1.70, -0.81, 4.75], [-0.34, -3.18, 5.70], [-1.48, -2.87, 3.68], [-6.58, -2.92, 7.29], [-6.60, -3.76, 5.73], [-5.39, -1.62, 7.28], [-8.18, -2.30, 7.68], [-6.29, -3.64, 8.05], [-1.34, -6.13, -1.04], [-2.77, -5.14, -0.73], [-1.39, -7.60, -0.06], [-1.22, -6.52, -2.76], [-0.46, -5.55, -0.75], [2.30, -5.05, 3.16], [3.93, -4.79, 3.79], [2.36, -5.92, 1.62], [1.31, -5.94, 4.34], [1.84, -4.08, 2.98], [5.21, 3.00, 0.06], [5.38, 2.20, -1.51], [6.36, 4.35, 0.18], [3.56, 3.55, 0.32], [5.46, 2.28, 0.84], [-2.87, 3.15, 3.31], [-1.90, 2.87, 1.85], [-4.60, 3.24, 2.93], [-2.55, 1.87, 4.48], [-2.57, 4.09, 3.75], [-3.04, 5.60, -1.13], [-3.13, 6.92, 0.04], [-3.32, 6.21, -2.77], [-1.48, 4.78, -1.02], [-3.82, 4.88, -0.89], [-6.23, 8.33, 1.96], [-6.82, 9.02, 3.47], [-4.73, 9.13, 1.45], [-6.00, 6.59, 2.13], [-6.97, 8.49, 1.19], [4.27, -0.66, -6.44], [3.59, -0.04, -4.93], [5.77, 0.18, -6.82], [4.53, -2.41, -6.34], [3.56, -0.47, -7.24], [-4.53, -5.37, 10.59], [-5.20, -6.83, 9.86], [-2.85, -5.64, 11.09], [-4.63, -4.01, 9.48], [-5.11, -5.13, 11.47], [-6.63, 8.03, -1.95], [-7.94, 9.14, -1.55], [-6.60, 6.67, -0.83], [-6.77, 7.48, -3.62], [-5.69, 8.56, -1.85], [9.35, -1.51, -5.80], [7.91, -2.09, -4.98], [9.02, -1.23, -7.52], [9.97, -0.05, -5.04], [10.11, -2.28, -5.73], [1.93, -5.10, 8.06], [0.38, -5.39, 8.86], [2.22, -3.38, 7.86], [3.24, -5.86, 8.97], [1.89, -5.56, 7.08], [9.66, 2.92, -8.20], [8.10, 2.21, -7.79], [9.56, 4.69, -8.16], [10.92, 2.34, -7.12], [9.91, 2.62, -9.21], [4.23, 7.40, 2.05], [3.00, 6.78, 0.96], [3.59, 8.73, 3.02], [4.85, 6.11, 3.09], [5.05, 7.78, 1.46], [5.48, 4.18, -5.95], [4.01, 3.67, -5.12], [5.15, 4.51, -7.66], [6.18, 5.60, -5.17], [6.20, 3.37, -5.90], [12.65, 0.05, -1.67], [12.08, 1.59, -2.35], [11.35, -1.14, -1.66], [14.04, -0.55, -2.58], [12.95, 0.23, -0.65], [-6.70, -5.57, 0.02], [-8.15, -5.93, -0.93], [-5.66, -6.99, 0.12], [-5.83, -4.20, -0.68], [-7.01, -5.30, 1.02], [-9.15, -2.29, -1.09], [-10.71, -2.77, -0.42], [-9.30, -1.90, -2.80], [-8.49, -0.92, -0.20], [-8.46, -3.12, -0.99], [-11.70, -6.03, -2.49], [-10.64, -6.19, -3.89], [-13.39, -5.87, -3.00], [-11.51, -7.39, -1.39], [-11.43, -5.12, -1.96]]
}

No. 2
{
  "formula": "C28H32FeN12O3",
  "method": "the ωB97M-V functional and the def2-TZVPD basis",
  "gap_ha": [0.3228, 0.3198],
  "charge": 2,
  "e_homo_ev": [-13.425, -13.358],
  "multiplicity": 5,
  "symbols": ["Fe", "C", "N", "C", "C", "N", "C", "C", "C", "C", "C", "C", "N", "C", "N", "C", "C", "C", "C", "C", "C", "N", "H", "H", "H", "H", "H", "H", "H", "H", "H", "H", "H", "H", "H", "H", "H", "N", "N", "C", "N", "N", "N", "O", "O", "H", "H", "H", "H", "H", "C", "N", "N", "C", "O", "C", "C", "C", "C", "C", "C", "C", "C", "C", "H", "H", "H", "H", "H", "H", "H", "H", "H", "H", "H", "H"],
  "xyz": [[-0.11, -0.16, -0.13], [-1.75, 2.41, 0.98], [-0.96, 1.33, 1.58], [-1.60, 0.57, 2.65], [-1.75, -0.87, 2.26], [-0.96, -1.43, 1.38], [-1.34, -2.78, 1.34], [-0.83, -3.84, 0.59], [-1.42, -5.08, 0.76], [-2.48, -5.27, 1.66], [-2.99, -4.23, 2.41], [-2.39, -2.98, 2.23], [-2.63, -1.74, 2.80], [-1.93, 2.17, -0.48], [-1.14, 1.40, -1.19], [-1.61, 1.47, -2.51], [-1.15, 0.89, -3.68], [-1.83, 1.16, -4.85], [-2.96, 2.00, -4.86], [-3.42, 2.60, -3.71], [-2.72, 2.32, -2.54], [-2.89, 2.75, -1.23], [-2.73, 2.50, 1.46], [-1.25, 3.37, 1.12], [-0.07, 1.67, 1.89], [-0.96, 0.60, 3.54], [-2.56, 0.99, 2.94], [0.00, -3.70, -0.08], [-1.05, -5.93, 0.20], [-2.91, -6.25, 1.77], [-3.80, -4.38, 3.11], [-3.34, -1.52, 3.48], [-0.28, 0.25, -3.68], [-1.50, 0.72, -5.78], [-3.46, 2.19, -5.80], [-4.28, 3.26, -3.72], [-3.60, 3.39, -0.91], [1.80, -0.33, -1.84], [1.59, -1.45, -2.65], [0.38, -2.05, -2.68], [0.16, -2.99, -3.57], [-0.47, -1.58, -1.76], [-1.81, -1.93, -1.81], [-2.23, -2.77, -2.59], [-2.50, -1.31, -1.03], [1.84, 0.51, -2.41], [2.66, -0.44, -1.32], [2.29, -1.70, -3.34], [0.86, -3.25, -4.25], [-0.76, -3.41, -3.61], [5.62, -0.66, 3.20], [4.31, -1.03, 2.66], [3.38, -0.06, 2.36], [2.52, -0.55, 1.41], [1.53, 0.12, 1.01], [2.97, -1.86, 1.10], [4.09, -2.10, 1.87], [4.97, -3.29, 1.92], [3.07, 1.00, 3.27], [2.66, 2.23, 2.78], [2.32, 3.24, 3.66], [2.42, 3.04, 5.03], [2.83, 1.80, 5.52], [3.14, 0.77, 4.64], [5.53, 0.25, 3.79], [6.34, -0.49, 2.40], [5.98, -1.46, 3.85], [2.48, -2.55, 0.43], [4.54, -4.10, 1.34], [5.10, -3.63, 2.95], [5.96, -3.06, 1.52], [2.62, 2.39, 1.71], [2.01, 4.20, 3.28], [2.18, 3.84, 5.72], [2.91, 1.63, 6.58], [3.42, -0.20, 5.02]]
}

no.,calculated total energy (eV)
1,-840992.4233
2,-87954.0848